{
  "formula": "C5H9FO",
  "method": "the ωB97M-V functional and the def2-TZVPD basis",
  "elements": ["O", "C", "C", "C", "C", "C", "F", "H", "H", "H", "H", "H", "H", "H", "H", "H"],
  "coordinates": [[-0.632, 0.336, -2.319], [-1.355, 0.557, -1.154], [-0.951, -0.374, 0.072], [0.156, 0.171, 0.946], [1.160, -0.821, 1.372], [1.450, 0.161, 0.261], [1.288, -0.596, -0.817], [0.455, 0.787, -2.057], [-2.442, 0.276, -1.432], [-1.530, 1.653, -0.868], [-1.878, -0.464, 0.681], [-0.715, -1.270, -0.360], [0.070, 1.027, 1.734], [1.200, -1.879, 1.171], [1.511, -0.553, 2.340], [2.213, 0.987, 0.431]],
  "mulliken_charge": [-0.54, -0.44, -0.64, 0.06, -0.81, -0.03, -0.31, 0.36, 0.30, 0.23, 0.40, 0.26, 0.30, 0.24, 0.29, 0.32],
  "e_tot_ev": -10092.2669,
  "e_homo_ev": -9.63,
  "e_above_lowest_kcal_mol": 81.3,
  "gap_ev": 10.5
}

{
  "formula": "C2H4N4",
  "method": "the ωB97M-V functional and the def2-TZVPD basis",
  "elements": ["N", "C", "C", "N", "N", "N", "H", "H", "H", "H"],
  "coordinates": [[-1.666, -0.061, 0.074], [-0.275, 0.079, 0.071], [0.676, 1.067, 0.359], [1.905, 0.448, 0.373], [1.807, -0.776, 0.045], [0.492, -1.023, -0.105], [-2.061, -0.495, -0.753], [-2.168, 0.780, 0.318], [1.062, 1.958, -0.112], [0.228, -1.978, -0.271]],
  "mulliken_charge": [-0.52, 0.43, -0.34, -0.24, -0.51, 0.18, 0.25, 0.24, 0.28, 0.24],
  "e_tot_ev": -8097.0698,
  "e_homo_ev": -8.83,
  "e_above_lowest_kcal_mol": 51.8,
  "gap_ev": 9.5
}